{
  "formula": "C6H14O2",
  "method": "ωB97M-V/def2-TZVPD",
  "lumo_ev": [3.53, 3.40],
  "multiplicity": 2,
  "total_charge": -1,
  "homo_lumo_gap_ev": [2.497, 10.086],
  "largest_force_ev_per_a": 1.69,
  "species": ["O", "O", "C", "C", "C", "C", "C", "C", "H", "H", "H", "H", "H", "H", "H", "H", "H", "H", "H", "H", "H", "H"],
  "coordinates": [[-3.354, 1.733, -3.229], [-0.944, 3.251, 0.577], [0.541, 1.382, 0.442], [-0.529, 2.225, 1.069], [-0.806, -0.775, 0.152], [0.398, -0.096, 0.759], [1.788, -2.296, 0.460], [1.695, -0.764, 0.242], [-1.793, -0.644, 0.604], [0.428, -0.179, 1.852], [0.551, 1.533, -0.634], [1.770, -0.510, -0.812], [1.518, 1.712, 0.796], [1.217, -2.551, 1.360], [-0.950, 1.909, 2.045], [2.806, -2.561, 0.776], [-2.600, 1.139, -3.038], [-4.071, 1.110, -3.023], [1.519, -2.821, -0.446], [-1.077, -0.591, -0.859], [2.535, -0.348, 0.765], [-0.642, -1.857, 0.141]]
}

{
  "formula": "C6H14O2",
  "method": "ωB97M-V/def2-TZVPD",
  "lumo_ev": 0.51,
  "multiplicity": 1,
  "smiles": "C=C/C=C/CC.O.O",
  "homo_lumo_gap_ev": 9.337,
  "largest_force_ev_per_a": 6.08,
  "species": ["O", "O", "C", "C", "C", "C", "C", "C", "H", "H", "H", "H", "H", "H", "H", "H", "H", "H", "H", "H", "H", "H"],
  "coordinates": [[-2.111, 2.241, -2.448], [-1.714, -1.416, 2.940], [1.179, 2.721, 0.760], [1.412, 2.068, -0.424], [0.380, -0.235, -0.068], [0.658, -2.589, 0.240], [0.833, 0.767, -0.878], [-0.236, -1.602, -0.445], [-0.423, -1.799, -1.480], [-1.448, 2.416, -1.895], [-1.659, -2.377, 2.660], [0.301, -0.021, 0.955], [-2.184, 1.555, -3.044], [-0.815, -1.156, 2.682], [0.360, -3.650, -0.034], [-1.296, -1.613, -0.137], [1.793, 2.634, -1.223], [0.487, -2.487, 1.275], [0.719, 0.843, -1.989], [1.489, 3.706, 1.052], [1.759, -2.325, 0.071], [0.517, 2.319, 1.429]]
}

{
  "formula": "C6H14O2",
  "method": "ωB97M-V/def2-TZVPD",
  "lumo_ev": 0.46,
  "multiplicity": 1,
  "smiles": "C=C(C)/C=C/C.O.O",
  "homo_lumo_gap_ev": 9.438,
  "largest_force_ev_per_a": 2.33,
  "species": ["O", "O", "C", "C", "C", "C", "C", "C", "H", "H", "H", "H", "H", "H", "H", "H", "H", "H", "H", "H", "H", "H"],
  "coordinates": [[-3.946, 1.576, 3.353], [-3.068, 1.845, 0.560], [1.789, -0.451, -1.695], [0.215, -1.208, 1.816], [1.152, -0.342, -0.351], [1.214, 0.493, -2.727], [2.745, -1.365, -1.866], [0.709, -1.322, 0.424], [0.150, 0.550, -2.522], [-3.967, 1.761, 2.434], [3.177, -1.944, -1.066], [0.920, -2.334, 0.074], [-2.163, 2.058, 0.429], [-3.142, 1.938, 3.705], [-0.279, -0.245, 2.001], [1.034, 0.695, -0.023], [-0.556, -1.951, 2.014], [1.654, 1.471, -2.509], [1.571, 0.273, -3.730], [1.028, -1.240, 2.537], [-3.487, 1.251, -0.041], [3.252, -1.508, -2.814]]
}

{
  "formula": "C6H14O2",
  "method": "ωB97M-V/def2-TZVPD",
  "lumo_ev": 0.78,
  "multiplicity": 1,
  "homo_lumo_gap_ev": 7.927,
  "largest_force_ev_per_a": 6.55,
  "species": ["O", "O", "C", "C", "C", "C", "C", "C", "H", "H", "H", "H", "H", "H", "H", "H", "H", "H", "H", "H", "H", "H"],
  "coordinates": [[-0.239, -2.172, 0.162], [-3.550, 0.462, -0.860], [1.583, -0.030, -0.066], [2.025, 0.982, -1.100], [1.871, 0.407, 1.349], [-2.778, -0.515, -0.199], [-0.922, 0.153, 0.163], [-0.280, -0.948, -0.421], [-2.898, -1.409, -0.814], [-0.969, 1.070, -0.407], [-0.155, -2.075, 1.120], [-0.917, 0.242, 1.245], [-0.372, -1.055, -1.498], [1.559, 1.956, -0.920], [3.111, 1.149, -1.078], [-3.598, 1.234, -0.281], [1.749, 0.666, -2.108], [1.326, 1.321, 1.613], [2.116, -0.969, -0.250], [-3.202, -0.729, 0.792], [2.935, 0.638, 1.497], [1.606, -0.378, 2.060]]
}

{
  "formula": "C6H14O2",
  "method": "ωB97M-V/def2-TZVPD",
  "lumo_ev": 0.58,
  "multiplicity": 1,
  "smiles": "C=C/C=C/CC.O.O",
  "homo_lumo_gap_ev": 10.159,
  "largest_force_ev_per_a": 1.35,
  "species": ["O", "O", "C", "C", "C", "C", "C", "C", "H", "H", "H", "H", "H", "H", "H", "H", "H", "H", "H", "H", "H", "H"],
  "coordinates": [[-4.060, -1.789, 5.656], [-0.738, 2.821, -4.514], [1.780, 0.053, -0.312], [0.537, -0.225, 0.045], [1.929, -1.949, -1.964], [2.495, -0.612, -1.489], [-0.707, 1.463, 1.403], [-0.187, 0.255, 1.258], [2.378, -2.249, -2.916], [-1.375, 1.697, 2.229], [2.070, -2.776, -1.265], [2.553, 0.010, -2.375], [-0.120, -0.838, -0.554], [3.488, -0.784, -1.066], [-3.660, -2.666, 5.689], [-3.739, -1.403, 4.835], [-0.130, 2.584, -3.800], [-0.516, 2.245, 0.686], [2.445, 0.578, 0.352], [0.861, -1.860, -2.175], [-0.282, -0.508, 2.016], [-1.354, 3.451, -4.129]]
}

{
  "formula": "C6H14O2",
  "method": "ωB97M-V/def2-TZVPD",
  "lumo_ev": [-6.38, -6.38],
  "multiplicity": 2,
  "total_charge": 1,
  "homo_lumo_gap_ev": [7.650, 7.576],
  "largest_force_ev_per_a": 1.98,
  "species": ["O", "O", "C", "C", "C", "C", "C", "C", "H", "H", "H", "H", "H", "H", "H", "H", "H", "H", "H", "H", "H", "H"],
  "coordinates": [[-0.795, -0.398, -2.724], [-1.000, 2.107, -2.468], [0.077, -0.739, 1.487], [1.355, 1.426, -0.973], [-0.065, -3.029, 2.601], [0.420, 0.619, 1.256], [0.330, -1.577, 2.573], [0.121, 1.284, -0.088], [1.767, 0.389, -1.167], [2.083, 2.047, -0.456], [-1.212, -0.659, -3.591], [-0.512, -3.313, 1.627], [-0.951, 0.565, -2.726], [0.976, 1.136, 2.017], [-0.309, 2.270, 0.014], [-0.484, -1.150, 0.665], [0.811, -3.684, 2.754], [-1.613, 2.581, -3.062], [0.807, -1.093, 3.450], [-0.604, 0.654, -0.647], [-0.870, -3.209, 3.424], [1.040, 1.891, -1.899]]
}

{
  "formula": "C6H14O3",
  "method": "ωB97M-V/def2-TZVPD",
  "lumo_ev": [0.62, 0.62],
  "multiplicity": 1,
  "homo_lumo_gap_ev": [7.158, 7.159],
  "largest_force_ev_per_a": 6.26,
  "species": ["O", "O", "O", "C", "C", "C", "C", "C", "C", "H", "H", "H", "H", "H", "H", "H", "H", "H", "H", "H", "H", "H", "H"],
  "coordinates": [[0.408, -2.336, -0.689], [0.774, 0.193, 1.563], [-1.422, -1.237, -1.555], [0.018, 2.860, 0.585], [1.856, 0.348, -0.595], [-1.377, -1.896, 0.780], [-0.616, -1.390, -0.417], [0.608, 0.389, 0.236], [-0.535, 1.033, -0.232], [0.713, -2.167, -1.589], [2.264, -0.665, -0.564], [-0.090, 2.793, 1.664], [1.651, 0.595, -1.633], [-0.717, -1.999, 1.639], [-1.518, 0.930, 0.200], [2.604, 1.029, -0.186], [-1.942, -2.049, -1.697], [-2.181, -1.209, 1.037], [-0.537, 1.329, -1.268], [-0.763, 3.475, 0.145], [1.014, 3.160, 0.269], [-1.801, -2.890, 0.574], [1.588, -0.296, 1.735]]
}

{
  "formula": "C6H14O4P",
  "method": "ωB97M-V/def2-TZVPD",
  "lumo_ev": -3.90,
  "multiplicity": 1,
  "total_charge": 1,
  "homo_lumo_gap_ev": 9.166,
  "largest_force_ev_per_a": 4.07,
  "species": ["P", "O", "O", "O", "O", "C", "C", "C", "C", "C", "C", "H", "H", "H", "H", "H", "H", "H", "H", "H", "H", "H", "H", "H", "H"],
  "coordinates": [[1.049, 0.218, 0.378], [2.516, -1.448, 1.589], [-0.333, -1.130, -1.521], [1.903, 1.211, 1.426], [1.451, 1.594, -1.684], [2.086, 0.491, -1.098], [-2.584, 0.752, 1.556], [-1.522, -0.562, -1.033], [1.299, -1.536, 0.915], [-1.018, 0.730, -0.465], [-1.820, 1.394, 0.630], [1.831, 1.102, 2.343], [-1.788, 2.476, 0.580], [2.173, -0.356, -1.760], [-0.468, 1.305, -1.133], [2.015, 1.931, -2.385], [-2.325, -0.237, -1.895], [3.032, -2.262, 1.436], [-3.009, 1.486, 2.218], [3.024, 0.756, -0.840], [0.345, -1.716, 1.490], [1.327, -2.142, 0.053], [-0.505, -2.005, -1.899], [-2.789, -0.316, 1.607], [-2.249, -1.177, -0.441]]
}

{
  "formula": "C6H14O7S",
  "method": "ωB97M-V/def2-TZVPD",
  "lumo_ev": -0.70,
  "multiplicity": 1,
  "homo_lumo_gap_ev": 7.611,
  "largest_force_ev_per_a": 2.28,
  "species": ["S", "O", "O", "O", "O", "O", "O", "O", "C", "C", "C", "C", "C", "C", "H", "H", "H", "H", "H", "H", "H", "H", "H", "H", "H", "H", "H", "H"],
  "coordinates": [[1.031, 2.036, 0.248], [2.125, 0.850, 0.923], [-0.047, -0.276, 2.459], [-3.447, 0.977, -0.421], [-1.718, -0.380, -2.497], [0.245, -1.338, -2.002], [-0.052, 2.125, 1.246], [0.552, 1.317, -0.992], [2.147, 0.809, 2.319], [1.656, -1.198, -1.919], [-0.455, -0.472, -2.651], [-2.420, 0.049, -0.201], [1.293, -0.341, 2.864], [-2.346, -0.986, -1.343], [-0.209, 0.631, 2.106], [2.071, -0.770, -2.833], [-2.650, -0.482, 0.726], [1.703, -1.298, 2.515], [-3.098, 1.726, -0.916], [-0.011, 0.196, -3.387], [1.863, -0.526, -1.074], [-1.792, -1.867, -1.020], [1.357, -0.317, 3.964], [-3.351, -1.256, -1.671], [1.755, 1.753, 2.724], [2.058, -2.190, -1.724], [-1.446, 0.535, -0.094], [3.187, 0.693, 2.650]]
}